Record 1
Below is a 2-piece molecular cluster, C2H2ClN3 overall in a non-equilibrium geometry, with properties calculated with the ωB97M-V functional and the def2-TZVPD basis.

```
8
Properties=species:S:1:pos:R:3:mulliken_charge:R:1
C -1.6843 -0.3549 0.0952 0.402
C -0.7830 0.5212 0.7556 -0.340
N -2.4246 -1.1115 -0.2898 -0.285
N 1.8382 -0.2769 -0.6636 0.065
N 1.3003 -1.2103 -0.1862 -0.296
Cl 0.2617 1.5214 -0.1754 -0.099
H -1.0750 0.8729 1.8230 0.327
H 2.5665 0.0381 -1.3587 0.226
```

Properties
HOMO energy (alpha / beta) = -7.34 / -11.32 eV
orbital gap (alpha / beta) = 0.2903 / 0.3568 hartree
energy relative to the best compared isomer or geometry (same formula, charge and spin) = 31.4 kJ/mol
2S+1 = 3
LUMO energy (alpha / beta) = 0.562 / -1.609 eV

---

Record 2
Below is C7H10F5N2PdS as an isolated structure in a non-equilibrium geometry, with properties calculated with the ωB97M-V functional and the def2-TZVPD basis.

```
26
Properties=species:S:1:pos:R:3:mulliken_charge:R:1
C -2.0304 0.0903 -1.1211 -1.006
Pd -0.3390 0.7419 -0.3793 0.138
N 1.3607 0.0772 0.8291 -0.627
N 0.6945 -0.6786 -1.7571 -0.699
H 1.3096 -0.8936 1.1488 0.320
H 0.5172 2.0374 -0.3872 0.096
H -2.8003 0.8066 -0.7565 0.375
H -2.4190 -0.9502 -1.0650 0.322
H -1.7948 0.3645 -2.1713 0.347
H 0.9766 -1.5877 -1.3552 0.272
H 1.5547 -0.1738 -2.0218 0.313
H 0.1764 -0.8852 -2.6044 0.329
H 2.2290 0.2153 0.3077 0.344
H 1.3959 0.6536 1.6637 0.235
F 1.5182 -1.0562 6.4977 -0.239
C 0.8725 -0.6112 5.3940 0.605
C 0.8739 0.7500 5.0944 0.070
F 1.5660 1.6177 5.8699 -0.249
C 0.1650 1.2069 3.9906 0.541
F 0.2565 2.5089 3.6318 -0.305
C -0.5981 0.3480 3.1612 -0.234
S -1.5381 0.9710 1.8972 -0.063
C -0.4959 -1.0385 3.4623 0.590
F -1.0143 -1.9180 2.5722 -0.307
C 0.2006 -1.5049 4.5668 0.092
F 0.2414 -2.8340 4.8408 -0.257
```

Properties
HOMO energy (alpha / beta) = -11.47 / -13.06 eV
orbital gap (alpha / beta) = 0.3022 / 0.2219 hartree
charge = +1
energy relative to the best compared isomer or geometry (same formula, charge and spin) = 65.9 kJ/mol
2S+1 = 5
LUMO energy (alpha / beta) = -3.250 / -7.021 eV

---

Record 3
Below is one molecule with the formula C5H9NO3 in a non-equilibrium geometry, with properties calculated with the ωB97M-V functional and the def2-TZVPD basis.

```
18
Properties=species:S:1:pos:R:3:mulliken_charge:R:1
C -0.1900 1.6452 1.2589 -1.349
C 0.7017 1.0819 0.1244 -0.179
O 1.8007 0.1551 0.2632 -0.561
C 0.6081 -0.2855 -0.3638 1.432
C 0.8298 -0.6506 -1.8533 -1.256
C -0.2355 -1.3704 0.4035 -1.045
N -1.6450 -0.8906 0.4984 0.998
O -2.1771 -0.7352 1.5873 -0.533
O -2.1955 -0.6637 -0.5779 -0.552
H 0.2419 2.5924 1.5641 0.393
H -0.1806 1.0338 2.1684 0.358
H -1.2381 1.7605 0.8908 0.292
H 0.9403 2.0173 -0.5350 0.281
H 1.7223 -1.2228 -2.1076 0.287
H 0.8683 0.4299 -2.1944 0.359
H -0.1124 -1.0179 -2.2979 0.341
H 0.2508 -1.5451 1.3582 0.412
H 0.0104 -2.3344 -0.1871 0.322
```

Properties
HOMO energy = -10.51 eV
orbital gap = 0.3830 hartree
energy relative to the best compared isomer or geometry (same formula, charge and spin) = 569.6 kJ/mol
structure (SMILES) = C[C@H]1O[C@@]1(C)C[N+](=O)[O-]
LUMO energy = -0.091 eV